Record 1
{"formula": "C8H21HfINO4P2", "method": "ωB97M-V/def2-TZVPD", "elements": ["C", "I", "H", "H", "H", "Hf", "P", "C", "C", "H", "H", "H", "H", "H", "H", "C", "H", "H", "H", "P", "C", "C", "H", "H", "H", "C", "H", "H", "H", "H", "H", "H", "C", "O", "O", "N", "O", "O"], "xyz": [[-3.59, -3.81, -2.56], [-2.23, -2.74, -1.19], [-3.96, -3.09, -3.29], [-4.42, -4.24, -2.00], [-3.03, -4.61, -3.06], [-0.07, 0.08, -0.16], [-2.07, 0.81, 1.27], [-2.52, -0.23, 2.67], [-1.72, 2.47, 1.90], [-2.62, 2.87, 2.37], [-4.30, 1.39, 0.67], [-1.40, 3.13, 1.10], [-3.19, 1.56, -0.71], [-1.67, -0.29, 3.36], [-0.90, 2.44, 2.62], [-3.46, 0.94, 0.14], [-3.39, 0.20, 3.16], [-3.72, -0.05, -0.25], [-2.73, -1.24, 2.31], [1.99, -0.62, -1.48], [2.85, -2.12, -0.97], [1.46, -0.79, -3.20], [2.71, 1.68, -1.69], [4.01, 0.53, -2.13], [3.58, 0.86, -0.41], [3.19, 0.73, -1.43], [0.93, 0.12, -3.51], [2.33, -0.93, -3.83], [3.70, -2.29, -1.63], [2.15, -2.96, -0.99], [0.75, -1.62, -3.29], [3.19, -1.99, 0.07], [0.16, -1.66, 1.11], [0.35, -2.53, 1.84], [2.20, 3.42, 1.30], [2.21, 2.27, 1.69], [2.90, 1.71, 2.50], [0.99, 1.24, 0.83]], "mulliken_charge": [-0.73, 0.23, 0.32, 0.31, 0.31, 0.55, 0.65, -1.12, -1.16, 0.47, 0.43, 0.38, 0.44, 0.40, 0.31, -1.17, 0.43, 0.36, 0.38, 0.58, -1.15, -1.19, 0.38, 0.46, 0.29, -1.14, 0.44, 0.42, 0.43, 0.41, 0.41, 0.40, 0.55, -0.08, -0.22, 1.04, -0.22, -0.61], "de_lowest_kj_mol": 61.3, "homo_ev": -19.1, "mol_weight_g_mol": 562.601, "lumo_ev": -13.02, "orbital_gap_ha": 0.2239, "charge": 3}

---

Record 2
{"formula": "C48H42O5P2PdS", "method": "ωB97M-V/def2-TZVPD", "elements": ["Pd", "C", "C", "P", "C", "C", "C", "C", "C", "C", "C", "C", "C", "C", "C", "C", "C", "P", "C", "C", "C", "C", "C", "C", "C", "C", "C", "C", "C", "C", "H", "H", "H", "H", "H", "H", "H", "H", "H", "H", "H", "H", "H", "H", "H", "H", "H", "H", "H", "H", "H", "H", "H", "H", "H", "H", "O", "C", "C", "O", "O", "C", "C", "C", "C", "C", "C", "C", "C", "C", "C", "C", "C", "H", "H", "H", "H", "H", "H", "H", "H", "H", "H", "H", "O", "C", "O", "C", "C", "C", "C", "S", "C", "C", "H", "H", "H", "H", "H"], "xyz": [[0.13, 0.23, 0.06], [1.44, 3.66, 1.39], [-0.05, 3.61, 1.70], [-0.90, 2.04, 1.20], [-1.89, 1.59, 2.66], [-2.64, 2.51, 3.40], [-3.35, 2.10, 4.52], [-3.30, 0.78, 4.92], [-2.53, -0.14, 4.22], [-1.82, 0.27, 3.10], [-2.04, 2.67, -0.11], [-1.76, 2.38, -1.44], [-2.54, 2.90, -2.46], [-3.63, 3.71, -2.17], [-3.93, 3.99, -0.84], [-3.14, 3.48, 0.18], [1.81, 3.33, -0.07], [2.10, 1.53, -0.34], [2.92, 1.44, -1.95], [3.63, 0.29, -2.25], [4.30, 0.16, -3.46], [4.24, 1.20, -4.39], [3.50, 2.34, -4.12], [2.84, 2.46, -2.90], [3.45, 1.24, 0.86], [3.15, 0.82, 2.15], [4.15, 0.68, 3.10], [5.47, 0.95, 2.77], [5.78, 1.38, 1.49], [4.78, 1.53, 0.54], [1.97, 2.97, 2.05], [1.82, 4.65, 1.64], [-0.57, 4.42, 1.18], [-0.20, 3.75, 2.77], [-2.65, 3.56, 3.12], [-3.93, 2.82, 5.08], [-3.86, 0.46, 5.80], [-2.48, -1.17, 4.54], [-1.21, -0.44, 2.56], [-0.94, 1.71, -1.70], [-2.31, 2.65, -3.49], [-4.24, 4.11, -2.96], [-4.78, 4.61, -0.60], [-3.40, 3.71, 1.20], [2.74, 3.83, -0.35], [1.03, 3.68, -0.75], [3.68, -0.52, -1.53], [4.87, -0.73, -3.67], [4.76, 1.11, -5.33], [3.44, 3.13, -4.84], [2.26, 3.36, -2.70], [2.13, 0.57, 2.40], [3.89, 0.34, 4.10], [6.25, 0.83, 3.51], [6.81, 1.59, 1.22], [5.04, 1.87, -0.46], [-2.56, -0.37, 0.18], [-2.83, -1.64, -0.43], [-1.59, -2.03, -1.27], [-1.59, -3.13, -1.80], [-0.68, -1.15, -1.39], [-3.14, -2.64, 0.69], [-2.41, -3.79, 0.95], [-2.75, -4.61, 2.02], [-3.81, -4.29, 2.85], [-4.55, -3.14, 2.60], [-4.22, -2.33, 1.53], [-4.02, -1.51, -1.39], [-4.55, -0.26, -1.69], [-5.62, -0.15, -2.57], [-6.18, -1.28, -3.15], [-5.65, -2.53, -2.84], [-4.58, -2.65, -1.97], [-3.06, -0.32, 1.00], [-1.58, -4.05, 0.30], [-2.17, -5.51, 2.21], [-4.07, -4.94, 3.68], [-5.39, -2.89, 3.23], [-4.83, -1.46, 1.32], [-4.11, 0.62, -1.25], [-6.02, 0.83, -2.81], [-7.01, -1.19, -3.83], [-6.08, -3.42, -3.29], [-4.17, -3.62, -1.74], [5.32, -4.61, -2.92], [5.48, -3.49, -2.19], [6.49, -2.84, -2.28], [4.34, -3.11, -1.30], [4.60, -2.59, -0.04], [3.56, -2.18, 0.78], [2.23, -2.26, 0.33], [0.91, -1.72, 1.37], [1.97, -2.79, -0.94], [3.02, -3.22, -1.74], [4.49, -5.04, -2.67], [5.63, -2.51, 0.29], [3.77, -1.78, 1.76], [0.96, -2.84, -1.30], [2.80, -3.60, -2.73]], "lowdin_spin": [0.99, 0.00, 0.01, 0.11, 0.02, 0.00, 0.00, 0.00, 0.00, 0.00, 0.02, 0.02, 0.00, 0.00, 0.00, 0.00, 0.01, 0.11, 0.02, 0.01, 0.00, 0.01, 0.00, 0.01, 0.01, 0.00, 0.00, 0.00, 0.00, 0.01, 0.00, 0.00, 0.00, 0.00, 0.00, 0.00, 0.00, 0.00, 0.00, 0.01, 0.00, 0.00, 0.00, 0.00, 0.00, 0.00, 0.00, 0.00, 0.00, 0.00, 0.00, 0.00, 0.00, 0.00, 0.00, 0.00, 0.03, 0.00, 0.01, 0.01, 0.06, 0.00, 0.00, 0.00, 0.00, 0.00, 0.00, 0.00, 0.00, 0.00, 0.00, 0.00, 0.00, 0.00, 0.00, 0.00, 0.00, 0.00, 0.00, 0.00, 0.00, 0.00, 0.00, 0.00, 0.00, 0.00, 0.01, 0.03, -0.01, 0.03, 0.03, 0.35, 0.03, 0.00, 0.00, 0.00, 0.00, 0.00, 0.00], "de_lowest_kj_mol": 18.1, "homo_ev": [-7.6, -8.0], "mol_weight_g_mol": 899.294, "lumo_ev": [0.30, -1.74], "spin_multiplicity": 3, "orbital_gap_ha": [0.2917, 0.2283]}

---

Record 3
{"formula": "C16H15N3O3S", "method": "ωB97M-V/def2-TZVPD", "elements": ["C", "O", "C", "C", "C", "C", "C", "N", "C", "O", "C", "C", "C", "N", "C", "C", "C", "C", "C", "S", "N", "O", "C", "H", "H", "H", "H", "H", "H", "H", "H", "H", "H", "H", "H", "H", "H", "H"], "xyz": [[-6.04, -0.34, 1.32], [-5.64, 0.85, 0.70], [-4.42, 0.90, 0.11], [-4.08, 2.12, -0.49], [-2.87, 2.27, -1.12], [-1.96, 1.22, -1.18], [-2.29, 0.01, -0.59], [-1.43, -1.10, -0.59], [-0.22, -1.24, -1.20], [0.31, -0.41, -1.90], [0.43, -2.59, -0.89], [1.02, -2.56, 0.53], [1.89, -1.37, 0.67], [3.11, -1.23, 0.26], [3.40, 0.07, 0.59], [4.66, 0.68, 0.31], [5.05, 1.96, 0.58], [6.37, 2.22, 0.16], [6.96, 1.13, -0.41], [5.92, -0.23, -0.46], [2.40, 0.68, 1.18], [1.41, -0.26, 1.23], [-3.52, -0.15, 0.06], [-6.10, -1.17, 0.60], [-5.38, -0.62, 2.14], [-7.04, -0.15, 1.72], [-4.80, 2.93, -0.44], [-2.61, 3.21, -1.58], [-1.01, 1.34, -1.67], [-1.77, -1.89, -0.07], [-0.28, -3.40, -0.99], [1.25, -2.73, -1.61], [1.61, -3.46, 0.70], [0.22, -2.49, 1.28], [4.40, 2.67, 1.05], [6.86, 3.17, 0.28], [7.95, 1.05, -0.81], [-3.75, -1.10, 0.51]], "mulliken_charge": [-0.80, -0.43, 0.51, -0.69, -0.57, -0.68, 0.20, 0.02, 0.57, -0.63, -1.05, -0.71, 0.74, -0.55, 0.46, 0.31, -0.64, -0.37, -0.46, -0.09, -0.50, -0.07, -0.15, 0.32, 0.32, 0.24, 0.44, 0.37, 0.54, 0.19, 0.36, 0.42, 0.37, 0.36, 0.46, 0.40, 0.43, 0.36], "de_lowest_kj_mol": 87.4, "homo_ev": -8.3, "mol_weight_g_mol": 329.381, "smiles": "COc1cccc(NC(=O)CCc2nc(-c3cccs3)no2)c1", "lumo_ev": 0.42, "orbital_gap_ha": 0.3213}